Entry 1:
DFT (wB97M-V/def2-TZVPD) results for C29H46FeN4 as an isolated structure in a non-equilibrium geometry.

## Properties
**Kohn-Sham gap (alpha / beta)**: 6.86 / 7.01 eV
**Energy relative to the best compared isomer or geometry (same formula, charge and spin)**: 0.0 kcal per mole
**Spin multiplicity**: 2
**Total charge**: +1
**DFT total energy**: -71161.79402 eV

```
80
Properties=species:S:1:pos:R:3:forces:R:3:mulliken_spin:R:1
Fe 0.206992 -0.688239 -0.227914 -0.456 -0.040 0.198 0.834
C -4.047442 3.428270 -0.249270 0.015 0.007 0.005 -0.001
C -3.457084 2.016721 -0.231913 -0.039 -0.045 -0.132 -0.014
C -4.437549 1.023313 0.402293 -0.004 0.044 0.018 0.000
C -3.077021 1.519366 -1.624574 -0.154 0.025 0.138 0.001
C -4.029090 1.614984 -2.635458 -0.007 0.001 0.064 0.000
C -3.823323 1.045416 -3.877778 0.002 -0.042 -0.018 0.000
C -2.670465 0.317570 -4.112972 -0.007 -0.014 0.003 -0.002
C -1.687645 0.196117 -3.137278 0.090 0.032 -0.139 -0.002
C -0.470362 -0.669123 -3.418659 -0.130 0.006 -0.039 -0.011
C 0.133321 -0.439565 -4.804594 -0.022 0.042 -0.001 0.004
C -0.868421 -2.141133 -3.237990 0.018 0.025 -0.076 0.005
C -1.879304 0.848785 -1.915806 0.202 -0.075 0.270 0.011
N -0.817218 0.824417 -0.939756 -0.153 -1.286 0.082 -0.031
C -0.430051 1.959101 -0.471951 0.912 1.215 0.507 0.050
C 0.577587 1.910401 0.551402 -0.685 1.171 -0.704 0.019
N 0.964547 0.733040 0.884062 0.559 -1.514 -0.102 0.002
C 1.969758 0.622680 1.917589 -0.252 -0.015 -0.158 -0.011
C 1.657249 0.921304 3.253227 -0.070 -0.114 0.116 -0.001
C 2.706588 0.914483 4.170171 -0.056 -0.019 0.042 0.001
C 3.999686 0.590783 3.803196 0.008 0.011 0.012 -0.001
C 4.266551 0.235333 2.494789 0.007 -0.028 -0.026 0.001
C 3.262571 0.241022 1.532385 0.016 0.073 -0.042 -0.002
C 3.621839 -0.053862 0.086688 0.159 0.152 0.072 -0.105
C 4.492219 -1.303483 -0.053686 -0.002 0.002 -0.036 0.000
C 4.304215 1.160716 -0.551159 -0.001 0.018 0.016 -0.004
C 0.265937 1.206971 3.824242 0.111 0.211 -0.189 0.000
C -0.833752 0.269643 3.340340 -0.007 -0.054 0.068 0.001
C -0.172790 2.670743 3.671449 0.032 0.016 0.018 0.002
H -4.111528 3.820717 0.767012 -0.026 -0.019 -0.021 0.000
H -5.057452 3.434133 -0.663438 0.036 0.016 -0.009 0.000
H -3.437898 4.113109 -0.841796 -0.004 -0.010 0.026 0.000
H -2.575581 2.038113 0.403134 0.049 0.002 0.017 0.015
H -5.321864 0.898848 -0.226055 0.008 -0.004 0.034 0.000
H -4.763534 1.379752 1.381980 0.017 -0.023 -0.020 0.000
H -3.974537 0.041651 0.530481 -0.022 0.001 -0.020 0.000
H -4.957512 2.136651 -2.438215 0.023 -0.017 -0.003 0.000
H -4.571133 1.147096 -4.653461 0.012 -0.009 0.010 0.000
H -2.531712 -0.159545 -5.074848 0.005 0.008 0.015 0.000
H 0.299514 -0.413874 -2.685380 0.082 0.030 0.016 0.063
H -0.522527 -0.806536 -5.595788 0.019 0.006 0.016 0.001
H 1.082636 -0.970754 -4.895967 -0.023 -0.005 -0.003 0.000
H 0.317095 0.620428 -4.983021 0.003 -0.023 0.004 -0.001
H -1.779497 -2.357646 -3.797396 0.034 -0.016 -0.026 0.001
H -1.073085 -2.378044 -2.188904 -0.105 0.000 -0.040 -0.002
H -0.089870 -2.814431 -3.612154 -0.009 -0.004 0.046 0.000
H -0.801345 2.907048 -0.855291 -0.052 -0.094 0.045 0.015
H 0.992186 2.812672 0.993159 -0.041 -0.089 0.025 0.003
H 2.491966 1.166263 5.202733 0.006 -0.038 -0.018 0.000
H 4.794549 0.607476 4.537498 -0.020 -0.017 -0.006 0.000
H 5.277784 -0.029288 2.210972 -0.029 0.012 0.003 0.000
H 2.695358 -0.221010 -0.457700 -0.112 0.039 -0.064 0.128
H 5.488033 -1.151257 0.364739 -0.030 -0.021 -0.004 0.001
H 4.632503 -1.552458 -1.109828 0.004 0.003 0.036 0.000
H 4.049073 -2.162093 0.457855 0.042 0.003 0.002 0.000
H 5.195366 1.440528 0.014799 -0.008 -0.017 -0.031 0.001
H 3.635231 2.023452 -0.567535 0.019 -0.012 0.017 0.000
H 4.606618 0.944325 -1.577951 -0.017 0.003 0.018 0.000
H 0.374104 1.021057 4.893980 0.014 0.040 0.033 0.000
H -1.006166 0.376142 2.268510 -0.023 0.141 0.040 0.004
H -1.767744 0.497387 3.857963 0.020 -0.026 0.006 0.000
H -0.569077 -0.769183 3.560645 -0.010 0.016 0.026 0.001
H -0.601885 2.859261 2.684910 0.026 -0.001 0.029 0.001
H 0.664793 3.354114 3.819316 -0.026 -0.005 0.008 0.000
H -0.936612 2.913100 4.412275 -0.012 -0.019 -0.031 0.000
N -1.054201 -1.970730 1.025520 0.053 0.114 -0.261 0.019
C -0.402805 -3.211963 1.491903 -0.105 0.048 0.035 0.000
C 0.029406 -4.083562 0.324893 0.109 -0.065 0.065 0.005
C 1.412620 -3.725976 -0.185739 -0.059 -0.008 -0.114 0.008
N 1.385941 -2.441481 -0.927101 0.119 0.338 0.252 -0.009
H -1.298284 -1.414146 1.835198 -0.066 0.059 -0.068 0.000
H -1.934187 -2.194105 0.568623 -0.001 -0.069 -0.014 0.001
H -1.057363 -3.772520 2.162212 -0.063 0.032 -0.010 0.002
H 0.476167 -2.914841 2.069767 -0.036 -0.017 0.054 -0.001
H -0.696967 -3.999947 -0.491357 -0.014 -0.105 0.036 -0.002
H 0.032393 -5.128741 0.635866 0.013 0.000 -0.006 -0.001
H 1.798772 -4.531360 -0.813740 0.038 0.051 -0.076 -0.001
H 2.097726 -3.613970 0.655283 0.006 0.007 -0.001 -0.001
H 0.997713 -2.611088 -1.850846 0.027 0.004 0.011 0.000
H 2.339279 -2.128547 -1.078786 0.043 -0.047 -0.051 0.006
```
Positions in Å, forces in eV/Å.

Entry 2:
DFT (wB97M-V/def2-TZVPD) results for one molecule with the formula C7H10 in a non-equilibrium geometry.

## Properties
**Kohn-Sham gap**: 8.97 eV
**Energy relative to the best compared isomer or geometry (same formula, charge and spin)**: 82.7 kcal per mole
**SMILES**: C[C@@H]1[C@@H]2C=CC[C@H]12
**Total charge**: 0
**DFT total energy**: -7417.44639 eV

```
17
Properties=species:S:1:pos:R:3:forces:R:3:nbo_charge:R:1
C 1.581667 0.834637 0.551123 0.048 -0.022 0.147 -0.611
C 0.151050 1.249290 0.289803 0.284 0.239 -0.363 -0.240
C -0.556946 0.572637 -0.822646 0.805 -0.028 -0.317 -0.197
C -0.293001 -0.869723 -1.194149 0.179 -0.065 -0.035 -0.464
C -0.471964 -1.651129 0.088798 -0.043 0.055 0.155 -0.198
C -0.835016 -0.901824 1.131256 -0.138 -0.233 -0.487 -0.216
C -1.073744 0.547828 0.829337 -0.167 -0.265 -1.065 -0.334
H 2.195732 1.200499 -0.282272 -0.062 -0.076 0.204 0.211
H 1.965490 1.283537 1.469255 -0.024 -0.055 0.000 0.215
H 1.711176 -0.248849 0.614517 -0.066 0.166 0.024 0.220
H 0.045466 2.332449 0.279019 0.075 -0.041 -0.116 0.215
H -0.961408 1.245888 -1.585897 -0.368 -0.360 0.406 0.231
H 0.715308 -0.981631 -1.609921 0.013 -0.224 -0.036 0.217
H -0.999898 -1.208602 -1.965702 0.166 0.123 0.115 0.219
H -0.351626 -2.728927 0.120982 0.151 0.054 0.019 0.209
H -0.986170 -1.306488 2.131900 -0.040 0.174 -0.240 0.222
H -1.836116 0.630405 -0.045402 -0.812 0.556 1.592 0.301
```
Positions in Å, forces in eV/Å.